[1]
Entry from OMol25: C14H38Ba2O12 as an isolated structure in a non-equilibrium geometry (the ωB97M-V functional and the def2-TZVPD basis).

Each line ends with the natural charge from an NBO analysis.
Atoms and positions in Å:
1 Ba -2.647 -6.458 -2.779  1.59
2 Ba 4.208 -3.210 -2.490  1.93
3 O -5.511 -3.199 2.297  -0.65
4 C -5.785 -4.345 1.707  0.90
5 O -6.637 -5.124 2.131  -0.57
6 O -5.240 -4.685 0.663  -0.74
7 H -4.731 -3.204 1.737  0.48
8 O -0.920 -1.249 0.813  -0.67
9 C 0.084 -1.662 0.104  0.91
10 O 1.152 -1.064 0.180  -0.84
11 O 0.008 -2.642 -0.651  -0.87
12 H -0.280 -0.579 1.065  0.51
13 C -1.153 -1.518 6.684  -0.63
14 C -2.404 -0.785 7.110  -0.07
15 O -2.893 -0.288 5.865  -0.74
16 H -0.823 -2.311 7.355  0.20
17 H -0.382 -0.757 6.567  0.21
18 H -1.282 -2.055 5.744  0.21
19 H -2.182 0.047 7.779  0.18
20 H -3.172 -1.466 7.476  0.17
21 H -3.645 -0.818 5.589  0.47
22 C 3.353 0.801 -5.761  -0.63
23 C 4.695 0.602 -6.488  -0.07
24 O 4.881 -0.835 -6.417  -0.77
25 H 3.236 0.415 -4.748  0.18
26 H 2.591 0.264 -6.326  0.21
27 H 3.098 1.858 -5.831  0.24
28 H 5.473 1.145 -5.952  0.17
29 H 4.702 1.022 -7.494  0.19
30 H 5.707 -0.991 -6.881  0.48
31 C -2.152 4.489 1.085  -0.64
32 C -2.003 5.055 -0.284  -0.07
33 O -0.851 6.016 -0.296  -0.71
34 H -2.344 5.317 1.767  0.22
35 H -1.227 4.075 1.487  0.20
36 H -2.998 3.810 1.195  0.22
37 H -2.930 5.545 -0.580  0.18
38 H -1.940 4.196 -0.952  0.15
39 H -0.111 5.463 -0.038  0.46
40 C -5.634 -0.733 -4.086  -0.64
41 C -4.218 -0.163 -4.431  -0.07
42 O -3.855 -0.529 -5.701  -0.72
43 H -5.573 -1.809 -4.249  0.20
44 H -6.365 -0.178 -4.673  0.21
45 H -5.933 -0.645 -3.042  0.23
46 H -3.550 -0.608 -3.694  0.15
47 H -3.944 0.891 -4.402  0.18
48 H -4.581 -0.217 -6.247  0.47
49 C 4.533 6.591 0.517  -0.63
50 C 4.764 5.053 0.437  -0.05
51 O 3.512 4.464 0.302  -0.72
52 H 3.727 6.722 1.239  0.22
53 H 4.113 6.937 -0.427  0.21
54 H 5.403 7.182 0.804  0.22
55 H 5.374 4.700 1.268  0.15
56 H 5.272 4.725 -0.470  0.14
57 H 3.610 3.512 0.220  0.46
58 C 3.359 -4.361 3.210  -0.65
59 C 2.665 -5.636 2.617  -0.07
60 O 2.966 -5.931 1.205  -0.77
61 H 4.155 -3.855 2.664  0.21
62 H 3.856 -4.701 4.119  0.23
63 H 2.642 -3.622 3.566  0.24
64 H 1.603 -5.431 2.751  0.17
65 H 2.793 -6.596 3.117  0.18
66 H 2.363 -6.632 0.947  0.46

Properties
relative energy (zero: lowest compared OMol25 entry of this formula, charge and spin) = 354.4 kcal per mole
gap between HOMO and LUMO = 1.85 eV
total charge = +2
E = -41065.644 eV
E_HOMO = -0.3863 Ha

---

[2]
Entry from OMol25: C13H13LuNO4 as an isolated structure in a non-equilibrium geometry (the ωB97M-V functional and the def2-TZVPD basis).

Each line ends with the natural charge from an NBO analysis.
Atoms and positions in Å:
1 O -4.369 0.817 -0.291  -0.45
2 C -3.225 1.094 -0.728  0.59
3 O -3.104 2.015 -1.806  -0.50
4 C -2.420 1.420 -2.951  -0.08
5 C -0.880 1.029 -2.550  -0.47
6 C -0.676 -0.555 -2.387  -0.41
7 C 0.826 -1.003 -1.983  -0.50
8 C 1.029 -0.728 -0.426  0.16
9 C 1.355 0.781 0.028  -0.70
10 C 1.553 1.221 1.556  -0.47
11 C 1.420 0.107 2.629  0.04
12 C 1.107 -1.368 2.167  -0.02
13 C 0.928 -1.836 0.693  -0.12
14 C 1.034 -2.157 3.557  0.61
15 O 0.643 -3.300 3.830  -0.35
16 N 1.499 -1.238 4.648  -0.60
17 C 1.555 0.167 4.224  0.62
18 O 1.709 1.227 4.851  -0.38
19 H -2.343 0.598 -0.180  0.10
20 H -2.327 2.256 -3.735  0.25
21 H -2.988 0.522 -3.385  0.22
22 H -0.654 1.635 -1.602  0.19
23 H -0.169 1.430 -3.367  0.23
24 H -1.405 -0.957 -1.601  0.24
25 H -0.910 -1.044 -3.403  0.29
26 H 0.867 -2.152 -2.124  0.29
27 H 1.650 -0.565 -2.643  0.25
28 H 1.419 1.590 -0.802  0.29
29 H 1.762 2.288 1.924  0.33
30 H 0.730 -2.934 0.460  0.33
31 H 0.715 -1.297 5.326  0.46
32 Lu 3.666 0.935 0.071  2.54

Properties
gap between HOMO and LUMO = 2.01 eV
total charge = +3
E = -56949.979 eV
E_HOMO = -0.6441 Ha

---

[3]
Entry from OMol25: a 6-piece molecular cluster, C2H15N2O4 overall in a non-equilibrium geometry (the ωB97M-V functional and the def2-TZVPD basis).

Each line ends with the natural charge from an NBO analysis.
Atoms and positions in Å:
1 C -1.130 -1.351 0.804  0.17
2 C -0.243 -1.323 1.923  0.13
3 N 0.886 -0.801 1.845  -0.52
4 N -0.962 1.343 -2.808  -1.12
5 H -0.749 -0.946 -0.145  0.30
6 H -0.681 -1.589 2.881  0.25
7 H 1.573 -0.932 2.595  0.45
8 H 1.338 -0.637 0.908  0.48
9 H -0.132 1.872 -3.027  0.37
10 H -0.831 0.352 -2.897  0.38
11 H -1.637 1.681 -3.468  0.37
12 H 2.988 0.385 -0.256  0.48
13 H 1.030 1.359 0.252  0.52
14 O 2.029 0.290 -0.264  -1.23
15 H 1.091 -0.498 -1.288  0.51
16 H 1.228 -1.809 -1.951  0.49
17 O 0.511 -1.205 -1.708  -1.01
18 H -2.029 -1.956 0.870  0.25
19 H -0.191 1.452 -0.608  0.51
20 O 0.064 1.664 0.296  -1.02
21 H -0.707 1.094 1.594  0.54
22 H -2.133 1.036 2.279  0.53
23 O -1.314 0.519 2.172  -0.85

Properties
relative energy (zero: lowest compared OMol25 entry of this formula, charge and spin) = 141.8 kcal per mole
gap between HOMO and LUMO = 4.48 eV
total charge = +1
E = -13476.339 eV
E_HOMO = -0.4727 Ha

---

[4]
Entry from OMol25: C8H11Cl3Si2 in the gas phase in a non-equilibrium geometry (the ωB97M-V functional and the def2-TZVPD basis).

Each line ends with the natural charge from an NBO analysis.
Atoms and positions in Å:
1 C 0.621 3.169 1.140  -1.10
2 Si 1.316 1.707 0.165  1.39
3 C 2.913 1.277 0.978  -1.11
4 C 0.217 0.237 0.057  -0.46
5 C -0.988 0.120 0.713  -0.20
6 C -1.775 -1.024 0.419  -0.14
7 C -1.404 -1.923 -0.539  -0.60
8 Si -2.615 -3.049 -1.302  1.50
9 Cl -2.543 -4.990 -0.513  -0.35
10 Cl -2.214 -3.415 -3.329  -0.37
11 Cl -4.577 -2.204 -1.362  -0.36
12 C -0.140 -1.793 -0.999  -0.16
13 C 0.700 -0.746 -0.722  -0.15
14 H -0.228 2.944 1.733  0.23
15 H 1.403 3.519 1.791  0.24
16 H 0.268 3.977 0.474  0.24
17 H 1.797 2.106 -1.181  -0.19
18 H 3.219 0.368 0.379  0.23
19 H 2.685 1.001 2.008  0.23
20 H 3.720 2.024 0.895  0.25
21 H -1.376 1.043 1.185  0.22
22 H -2.788 -1.119 0.929  0.22
23 H 0.207 -2.626 -1.679  0.22
24 H 1.581 -0.604 -1.241  0.21

Properties
relative energy (zero: lowest compared OMol25 entry of this formula, charge and spin) = 4.7 kcal per mole
gap between HOMO and LUMO = 10.16 eV
total charge = 0
SMILES = C[SiH](C)c1ccc([Si](Cl)(Cl)Cl)cc1
E = -61801.248 eV
E_HOMO = -0.3658 Ha

---

[5]
Entry from OMol25: C16H14ClN3O2 as an isolated structure in a non-equilibrium geometry (the ωB97M-V functional and the def2-TZVPD basis).

Each line ends with the natural charge from an NBO analysis.
Atoms and positions in Å:
1 C -3.784 -3.549 -1.084  -0.62
2 C -3.901 -3.234 0.300  -0.36
3 C -4.521 -1.747 0.466  -0.50
4 C -3.748 -0.769 -0.100  0.63
5 O -4.029 -0.300 -1.233  -0.59
6 N -2.737 -0.600 0.738  -0.64
7 C -1.751 0.262 0.524  0.19
8 C -0.366 -0.027 0.215  -0.16
9 C 0.639 0.845 -0.092  -0.22
10 C 0.445 2.099 -0.338  -0.09
11 C -0.956 2.793 -0.268  -0.21
12 C -2.033 1.831 -0.028  -0.12
13 Cl -3.495 2.185 0.116  0.20
14 H -1.108 3.710 -0.476  0.20
15 H 1.196 2.798 -0.731  0.23
16 C 1.977 0.289 0.130  0.56
17 N 2.441 -1.047 0.373  -0.45
18 C 3.728 -0.959 0.268  0.34
19 N 4.702 -1.805 0.333  -0.47
20 C 5.842 -1.597 0.305  0.10
21 C 6.327 -0.413 -0.316  -0.26
22 C 5.397 0.752 -0.294  -0.21
23 C 4.174 0.500 -0.177  0.15
24 O 3.009 1.203 -0.170  -0.42
25 H 5.861 1.797 -1.011  0.22
26 H 7.519 -0.264 -0.380  0.23
27 H 6.556 -2.657 0.360  0.15
28 H -0.064 -0.910 0.544  0.21
29 H -2.507 -1.265 1.463  0.42
30 H -5.602 -1.838 0.039  0.24
31 H -4.843 -1.537 1.504  0.23
32 H -4.753 -3.994 0.618  0.21
33 H -3.070 -3.245 0.856  0.18
34 H -3.421 -4.666 -1.302  0.21
35 H -3.200 -2.890 -1.624  0.21
36 H -4.738 -3.323 -1.670  0.22

Properties
relative energy (zero: lowest compared OMol25 entry of this formula, charge and spin) = 257.3 kcal per mole
gap between HOMO and LUMO = 7.17 eV
total charge = 0
E = -37896.454 eV
E_HOMO = -0.2925 Ha

---

[6]
Entry from OMol25: C11H29Cl2CrFNO9P2 as an isolated structure in a non-equilibrium geometry (the ωB97M-V functional and the def2-TZVPD basis).

Each line ends with the Mulliken spin population.
Atoms and positions in Å:
1 Cr 20.646 27.301 -4.543  4.01
2 F 19.659 26.430 -2.755  -0.05
3 C 18.299 27.645 1.255  0.00
4 C 17.997 28.768 0.289  0.00
5 O 17.544 29.821 0.807  0.00
6 N 18.210 28.617 -0.996  0.00
7 C 18.163 29.686 -1.990  0.00
8 H 17.575 27.555 2.065  0.00
9 H 19.300 27.615 1.684  0.00
10 H 18.099 26.754 0.660  0.00
11 H 18.676 27.805 -1.374  0.00
12 H 17.998 30.641 -1.490  0.00
13 H 17.325 29.581 -2.680  0.00
14 H 19.069 29.760 -2.592  0.00
15 C 22.190 25.613 -0.645  0.00
16 O 23.224 26.291 -1.213  0.00
17 P 23.426 25.910 -2.806  0.01
18 O 22.374 26.340 -3.739  0.00
19 O 24.909 26.502 -3.256  0.00
20 C 25.228 27.708 -2.638  0.00
21 O 23.736 24.320 -2.741  0.00
22 C 23.972 23.597 -3.930  0.00
23 H 22.436 25.555 0.415  0.00
24 H 22.142 24.537 -0.812  0.00
25 H 21.243 26.153 -0.625  0.00
26 H 25.419 28.460 -3.403  0.00
27 H 26.148 27.507 -2.088  0.00
28 H 24.452 28.090 -1.975  0.00
29 H 24.905 23.037 -3.865  0.00
30 H 23.913 24.300 -4.761  0.00
31 H 23.230 22.814 -4.087  0.00
32 C 16.548 24.657 -5.662  0.00
33 O 17.671 24.396 -6.487  0.00
34 P 19.110 24.283 -5.762  0.01
35 O 19.834 25.586 -5.528  0.01
36 O 18.848 23.460 -4.358  0.00
37 C 19.978 22.970 -3.572  0.00
38 O 19.954 23.176 -6.665  0.00
39 C 19.368 22.054 -7.183  0.00
40 H 15.967 23.741 -5.555  0.00
41 H 15.900 25.361 -6.185  0.00
42 H 16.750 25.029 -4.658  0.00
43 H 20.812 22.755 -4.239  0.00
44 H 19.742 22.121 -2.930  0.00
45 H 20.258 23.636 -2.755  0.00
46 H 18.307 22.112 -7.422  0.00
47 H 19.396 21.186 -6.525  0.00
48 H 19.809 21.836 -8.156  0.00
49 Cl 16.546 22.518 -3.124  0.00
50 C 15.777 23.743 -1.961  0.00
51 C 16.771 24.610 -1.263  0.00
52 Cl 17.496 23.633 0.000  0.00
53 H 15.217 23.078 -1.304  0.00
54 H 15.094 24.367 -2.536  0.00
55 H 16.271 25.490 -0.859  0.00
56 H 17.647 24.899 -1.845  0.00

Properties
relative energy (zero: lowest compared OMol25 entry of this formula, charge and spin) = 68.4 kcal per mole
gap between HOMO and LUMO (spin up / spin down) = 5.62 / 6.21 eV
total charge = +1
spin multiplicity = 5
E = -106553.432 eV
E_HOMO (spin up / spin down) = -0.4074 / -0.4074 Ha